# 1
A molecular structure, C42H36N4O2PtS3, computed with wB97M-V/def2-TZVPD.

Charge   +2
HOMO-LUMO gap   6.2 eV
Electronic energy   -89934.247 eV
LUMO level   -6.500 eV

Structure (XYZ):
```
88
Properties=species:S:1:pos:R:3:lowdin_charge:R:1
Pt 2.1218 1.0116 -0.3906 0.866
C 5.5346 -0.5906 1.6815 0.027
C 4.2889 0.0794 1.2134 -0.209
N 3.7988 0.0103 0.0262 -0.104
N 4.3997 -0.6845 -0.9924 0.039
C 3.7955 -0.6984 -2.2033 -0.721
N 4.4088 -1.3489 -3.1825 0.150
S 2.2914 0.0428 -2.4667 0.795
C 3.5136 0.9424 2.1279 -0.210
C 3.8756 1.1166 3.4437 0.025
C 3.1397 1.9910 4.2416 0.002
C 2.0772 2.6574 3.6802 0.005
C 1.7489 2.4235 2.3462 -0.070
N 2.4412 1.5852 1.5856 -0.026
H 6.0563 -1.1560 0.9154 0.079
H 5.2895 -1.2853 2.4871 0.115
H 6.2273 0.1515 2.0790 0.116
H 5.3129 -1.0836 -0.8388 0.154
H 5.2638 -1.8658 -3.0542 0.134
H 3.9766 -1.3837 -4.0925 0.127
H 4.7268 0.5905 3.8502 0.124
H 3.4130 2.1454 5.2764 0.132
H 1.4853 3.3626 4.2435 0.131
H 0.9417 2.9579 1.8697 0.094
C -3.3616 -6.5855 -0.5490 -0.035
C -2.4500 -5.3926 -0.5865 -0.251
C -2.9088 -4.1616 -1.0568 -0.016
C -2.0729 -3.0610 -1.1212 -0.058
C -0.7564 -3.1951 -0.7077 -0.375
C -0.2642 -4.4137 -0.2630 -0.077
C -1.1184 -5.5023 -0.1920 -0.025
S 0.3622 -1.8171 -0.8087 0.961
O -0.2090 -0.8507 -1.7923 -0.590
C 0.1540 -1.1063 0.8344 -0.330
C 0.9886 -1.7061 1.8092 -0.089
C 0.9338 -1.3043 3.1076 -0.011
C 0.0676 -0.2497 3.4940 -0.162
C -0.0271 0.1608 4.8464 -0.030
C -0.8720 1.1686 5.2111 -0.055
C -1.6494 1.8250 4.2325 -0.040
C -1.5813 1.4486 2.9207 0.001
C -0.7272 0.3891 2.5116 -0.118
C -0.6842 -0.0720 1.1504 -0.151
C -1.6829 0.5284 0.2141 -0.140
C -3.0383 0.0919 0.3513 -0.107
C -3.4040 -0.9612 1.2318 -0.013
C -4.7047 -1.3555 1.3423 -0.045
C -5.7149 -0.7245 0.5840 -0.044
C -5.3977 0.2939 -0.2657 -0.011
C -4.0575 0.7305 -0.3974 -0.136
C -3.7256 1.8159 -1.2443 0.015
C -2.4375 2.2310 -1.3677 -0.040
C -1.4200 1.5613 -0.6469 -0.283
S 0.1970 2.2763 -0.8018 0.849
O 0.2792 3.4827 0.0317 -0.423
C 0.2918 2.7599 -2.5084 -0.415
C -0.1501 1.9352 -3.5376 -0.107
C -0.0039 2.3772 -4.8387 -0.012
C 0.5741 3.6165 -5.1281 -0.244
C 0.7197 4.0702 -6.5516 -0.032
C 1.0032 4.4141 -4.0718 -0.008
C 0.8661 3.9957 -2.7559 -0.047
H -4.3993 -6.2861 -0.4099 0.083
H -3.0872 -7.2693 0.2527 0.084
H -3.3014 -7.1380 -1.4888 0.095
H -3.9383 -4.0672 -1.3807 0.124
H -2.4228 -2.1157 -1.5146 0.113
H 0.7772 -4.5171 0.0187 0.106
H -0.7424 -6.4556 0.1578 0.122
H 1.6489 -2.5121 1.5092 0.107
H 1.5359 -1.7949 3.8630 0.125
H 0.5670 -0.3576 5.5894 0.122
H -0.9555 1.4626 6.2491 0.116
H -2.3163 2.6247 4.5273 0.118
H -2.1991 1.9522 2.1891 0.128
H -2.6435 -1.4679 1.8102 0.125
H -4.9662 -2.1634 2.0128 0.116
H -6.7420 -1.0483 0.6858 0.116
H -6.1653 0.7912 -0.8449 0.123
H -4.5128 2.3226 -1.7878 0.130
H -2.1936 3.0683 -2.0057 0.125
H -0.6167 0.9801 -3.3262 0.106
H -0.3624 1.7552 -5.6499 0.128
H -0.2102 3.9285 -7.1022 0.091
H 1.4907 3.4903 -7.0622 0.093
H 0.9958 5.1209 -6.6086 0.084
H 1.4365 5.3848 -4.2762 0.124
H 1.1763 4.6272 -1.9343 0.117
```

# 2
A molecular structure, C48H42N4O7SSb2Ti at a distorted geometry, computed with wB97M-V/def2-TZVPD.

2S+1   2
Charge   +1
HOMO-LUMO gap (spin up / spin down)   5.2 / 7.4 eV
Electronic energy   -117771.998 eV
LUMO level (spin up / spin down)   -3.295 / -3.283 eV

Structure (XYZ):
```
105
Properties=species:S:1:pos:R:3:lowdin_charge:R:1
Ti -0.6903 1.5198 0.2817 1.035
O 0.6214 3.1485 -3.1886 0.101
C 0.0720 2.1084 -2.4718 -0.596
O -0.1648 2.4708 -1.1634 -0.171
C 1.0693 0.9329 -2.5815 -0.061
O 1.7642 0.7254 -1.3774 -0.220
C 2.5580 1.7985 -0.9059 -0.069
C 2.1977 2.1518 0.5370 -0.531
O 2.9673 2.7912 1.2031 0.114
O 1.0092 1.7371 0.9474 -0.214
H -0.0808 3.7553 -3.4594 0.126
H 1.7468 1.1559 -3.4045 0.152
H 0.5252 0.0121 -2.7857 0.141
H 2.4073 2.6968 -1.5057 0.145
H 3.6082 1.5272 -0.9436 0.133
C 0.3453 4.6198 1.4263 -0.007
C -0.7209 4.0658 2.3286 -0.282
C -1.0381 4.7733 3.4864 -0.015
C -2.0516 4.3420 4.3110 -0.041
C -2.7662 3.2105 3.9423 -0.094
C -2.4044 2.5262 2.8017 -0.428
N -1.3694 2.9309 2.0188 -0.012
Sb -3.3923 0.6917 2.1720 1.587
C -3.6149 1.7910 0.2552 -0.422
C -4.8049 1.5832 -0.4250 -0.099
C -5.0830 2.3734 -1.5264 -0.021
C -4.2187 3.4073 -1.8484 -0.003
C -3.0653 3.5927 -1.1029 -0.285
C -2.1860 4.7897 -1.3261 0.001
N -2.7509 2.7444 -0.1035 0.014
C -1.5286 -0.2221 2.8915 -0.527
C -1.5773 -1.5141 3.3850 -0.130
C -0.4609 -1.9764 4.0655 -0.055
C 0.6301 -1.1390 4.2294 -0.015
C 0.5831 0.1619 3.7285 -0.318
C 1.7215 1.1162 3.9434 -0.009
N -0.4929 0.5933 3.0659 0.014
H 1.3363 4.3850 1.8156 0.084
H 0.2752 4.2220 0.4206 0.056
H 0.2565 5.7050 1.3795 0.097
H -0.4745 5.6676 3.7169 0.122
H -2.3016 4.8901 5.2110 0.116
H -3.5927 2.8479 4.5400 0.099
H -5.4838 0.8026 -0.1045 0.109
H -5.9826 2.2090 -2.1081 0.123
H -4.4336 4.0763 -2.6726 0.121
H -2.2345 5.4370 -0.4487 0.096
H -2.5266 5.3596 -2.1895 0.088
H -1.1472 4.5061 -1.4627 0.055
H -2.4512 -2.1340 3.2282 0.106
H -0.4499 -2.9782 4.4806 0.113
H 1.5130 -1.4760 4.7612 0.120
H 1.9426 1.2062 5.0091 0.091
H 2.6287 0.7596 3.4482 0.078
H 1.4855 2.0976 3.5427 0.068
O -2.9426 -1.0271 0.1816 -0.152
C -2.7216 -0.5438 -0.9502 -0.511
N -1.7758 0.4675 -1.1955 -0.009
C -1.8763 0.7952 -2.5103 -0.256
O -1.1503 1.7590 -3.1149 0.110
C -2.8355 0.0077 -3.1828 -0.101
C -3.2644 -0.0579 -4.5152 -0.002
C -4.2509 -0.9669 -4.8238 -0.071
C -4.8259 -1.7924 -3.8328 -0.071
C -4.4018 -1.7358 -2.5207 -0.005
C -3.3858 -0.8385 -2.1990 -0.109
H -2.8297 0.5857 -5.2708 0.118
H -4.6040 -1.0501 -5.8440 0.106
H -5.6107 -2.4839 -4.1149 0.104
H -4.8497 -2.3623 -1.7573 0.122
S -0.0362 -0.9952 0.5015 0.441
Sb 1.8813 -2.0881 -0.1324 1.439
C 1.2287 -3.3751 -1.6777 -0.344
C 2.1109 -4.2317 -2.3338 -0.120
C 1.6198 -5.1201 -3.2798 -0.071
C 0.2593 -5.1576 -3.5609 -0.066
C -0.6178 -4.3150 -2.8903 -0.062
C -0.1362 -3.4173 -1.9446 -0.130
C 3.8203 -1.3433 -0.4894 -0.346
C 4.4757 -1.6200 -1.6840 -0.108
C 5.8125 -1.2637 -1.8216 -0.062
C 6.4798 -0.6391 -0.7764 -0.061
C 5.8114 -0.3423 0.4052 -0.059
C 4.4764 -0.6942 0.5541 -0.144
C 2.1873 -3.4536 1.4535 -0.342
C 1.1654 -4.3699 1.6959 -0.125
C 1.2800 -5.2691 2.7464 -0.077
C 2.4022 -5.2422 3.5658 -0.073
C 3.4191 -4.3277 3.3256 -0.073
C 3.3179 -3.4349 2.2640 -0.110
H 3.1701 -4.2289 -2.0994 0.098
H 2.2996 -5.7902 -3.7922 0.111
H -0.1172 -5.8530 -4.3013 0.110
H -1.6809 -4.3559 -3.0939 0.109
H -0.8193 -2.7627 -1.4147 0.058
H 3.9558 -2.1027 -2.5031 0.095
H 6.3331 -1.4841 -2.7455 0.112
H 7.5265 -0.3823 -0.8823 0.112
H 6.3276 0.1575 1.2156 0.116
H 3.9538 -0.4519 1.4740 0.103
H 0.2828 -4.3854 1.0649 0.102
H 0.4936 -5.9929 2.9232 0.110
H 2.4886 -5.9422 4.3884 0.109
H 4.2983 -4.3115 3.9582 0.109
H 4.1306 -2.7466 2.0690 0.084
```